[1]
Molecular formula: C4H6OS
Method: DFT, ωB97M-V with the def2-TZVPD basis set

Structure (XYZ):
```
12
Properties=species:S:1:pos:R:3
C 0.67 -1.18 -0.76
C -0.02 0.69 0.81
C -1.55 0.74 1.12
C -1.04 -0.15 0.11
H 1.44 -1.85 -0.32
H 0.55 -1.37 -1.85
H 0.42 0.06 1.58
H -2.17 1.50 0.56
H -1.87 0.45 2.12
H -1.29 0.25 -0.94
O -0.59 -1.43 -0.07
S 1.20 0.74 -0.52
```

Properties
- structure (SMILES) = C1O[C@H]2C[C@@H]2S1
- highest occupied orbital energy (eV) = -8.74
- charge = 0
- relative energy (zero: lowest compared OMol25 entry of this formula, charge and spin) (kJ/mol) = 417.4
- Kohn-Sham gap (eV) = 9.665

[2]
Molecular formula: C4H8O2
Method: DFT, ωB97M-V with the def2-TZVPD basis set

Structure (XYZ):
```
14
Properties=species:S:1:pos:R:3
O -0.79 -1.16 1.09
C -0.94 0.24 1.19
C -0.10 1.01 0.14
C 1.03 0.10 -0.35
C 0.64 -0.77 -1.51
O -0.46 -1.26 -1.63
H -0.96 -1.38 0.16
H -0.59 0.51 2.20
H -2.00 0.52 1.12
H 0.32 1.93 0.58
H -0.73 1.33 -0.70
H 1.98 0.61 -0.53
H 1.16 -0.64 0.46
H 1.43 -1.03 -2.24
```

Properties
- structure (SMILES) = O=CCCCO
- highest occupied orbital energy (eV) = -10.16
- charge = 0
- relative energy (zero: lowest compared OMol25 entry of this formula, charge and spin) (kJ/mol) = 129.4
- Kohn-Sham gap (eV) = 11.014

[3]
Molecular formula: CHLiO2Pb
Method: DFT, ωB97M-V with the def2-TZVPD basis set

Structure (XYZ):
```
6
Properties=species:S:1:pos:R:3
H 1.76 0.23 0.22
O 0.99 -0.48 0.46
C 0.23 0.08 -0.50
O -0.95 0.25 -0.06
Li -1.23 0.94 -1.89
Pb -0.80 -1.03 1.78
```

Properties
- highest occupied orbital energy (eV) = -18.85
- charge = +2
- relative energy (zero: lowest compared OMol25 entry of this formula, charge and spin) (kJ/mol) = 111.7
- Kohn-Sham gap (eV) = 7.953

[4]
Molecular formula: C3H3Cl
Method: DFT, ωB97M-V with the def2-TZVPD basis set

Structure (XYZ):
```
7
Properties=species:S:1:pos:R:3
C 0.11 0.73 -0.63
C 0.01 -0.43 0.32
C -0.21 -1.48 0.93
H -0.72 0.68 -1.34
H 0.99 0.57 -1.17
H -0.44 -2.27 1.62
Cl 0.26 2.21 0.27
```

Properties
- structure (SMILES) = C#CCCl
- highest occupied orbital energy (eV) = -10.31
- charge = 0
- relative energy (zero: lowest compared OMol25 entry of this formula, charge and spin) (kJ/mol) = 6.6
- Kohn-Sham gap (eV) = 11.259

[5]
Molecular formula: C5H12N2
Method: DFT, ωB97M-V with the def2-TZVPD basis set

Structure (XYZ):
```
19
Properties=species:S:1:pos:R:3
C 0.78 -1.90 2.11
C 1.37 -1.19 0.89
C 0.61 -1.46 -0.41
C -0.62 -0.58 -0.65
N -0.26 0.80 -0.81
C -1.13 1.81 -0.55
N -1.07 3.05 -0.82
H 1.55 -2.15 2.83
H -0.03 -1.31 2.55
H 0.26 -2.80 1.78
H 2.42 -1.49 0.75
H 1.45 -0.12 1.00
H 0.27 -2.50 -0.48
H 1.30 -1.35 -1.26
H -1.11 -0.95 -1.55
H -1.31 -0.72 0.18
H 0.69 0.97 -1.08
H -2.04 1.50 -0.04
H -0.22 3.38 -1.27
```

Properties
- structure (SMILES) = [H]/N=C\NCCCC
- highest occupied orbital energy (eV) = -8.82
- charge = 0
- relative energy (zero: lowest compared OMol25 entry of this formula, charge and spin) (kJ/mol) = 68.8
- Kohn-Sham gap (eV) = 9.838

[6]
Molecular formula: C37H52FGeN8S2SeSiTi
Method: DFT, ωB97M-V with the def2-TZVPD basis set

Structure (XYZ):
```
104
Properties=species:S:1:pos:R:3
Ti -0.75 -0.55 0.42
N -2.02 3.84 0.47
C -1.61 2.57 0.74
S -2.75 1.29 0.65
N -0.35 2.37 1.02
N 0.03 1.09 1.19
C 1.25 0.93 1.70
C 1.70 -0.37 1.93
C 2.90 -0.65 2.64
C 3.21 -1.94 2.96
C 2.34 -2.96 2.53
C 1.22 -2.63 1.80
N 0.87 -1.37 1.50
H -3.01 3.99 0.50
H -1.44 4.58 0.84
H 1.84 1.81 1.94
H 3.52 0.18 2.93
H 4.10 -2.19 3.53
H 2.54 -4.00 2.75
H 0.56 -3.42 1.46
C -4.61 -0.80 -1.38
Si -2.95 -1.43 -2.10
C -2.89 -1.16 -4.02
C -3.12 -3.32 -1.96
N -1.54 -0.62 -1.44
C -1.34 0.68 -1.85
C -2.31 1.55 -2.39
C -2.00 2.83 -2.79
C -0.71 3.33 -2.67
C 0.27 2.53 -2.11
C -0.06 1.25 -1.72
F 0.92 0.44 -1.15
H -5.26 -0.37 -2.13
H -4.44 -0.05 -0.61
H -5.15 -1.62 -0.92
H -3.84 -1.48 -4.45
H -2.12 -1.76 -4.48
H -2.73 -0.13 -4.31
H -3.98 -3.60 -2.56
H -3.34 -3.64 -0.95
H -2.28 -3.90 -2.32
H -3.33 1.21 -2.43
H -2.78 3.46 -3.17
H -0.47 4.33 -2.99
H 1.28 2.88 -1.95
S 1.19 -2.56 -1.40
C 1.36 -2.24 -3.03
N 2.27 -2.93 -3.74
C 2.42 -2.87 -5.17
C 1.13 -2.34 -5.79
C 0.75 -1.05 -5.07
N 0.62 -1.31 -3.65
H 2.82 -3.59 -3.21
H 2.66 -3.87 -5.55
H 3.26 -2.20 -5.43
H 0.33 -3.07 -5.64
H 1.27 -2.17 -6.86
H -0.20 -0.66 -5.45
H 1.53 -0.30 -5.25
H -0.13 -0.89 -3.12
C 2.71 2.09 -4.31
Ge 4.14 2.00 -2.93
C 5.79 2.64 -3.85
C 3.83 3.13 -1.32
C 4.39 0.09 -2.37
Se 3.90 -0.24 -0.50
C 4.71 -2.02 -0.39
H 2.44 3.13 -4.50
H 1.81 1.57 -4.01
H 3.08 1.67 -5.25
H 5.59 3.61 -4.29
H 6.09 1.96 -4.65
H 6.62 2.74 -3.16
H 3.38 4.09 -1.57
H 4.78 3.31 -0.83
H 3.19 2.60 -0.62
H 5.44 -0.20 -2.47
H 3.78 -0.57 -2.98
H 5.78 -1.92 -0.21
H 4.52 -2.53 -1.33
H 4.24 -2.55 0.43
C -2.13 -5.78 1.58
C -1.52 -5.10 0.52
C -1.46 -3.72 0.52
C -1.99 -2.96 1.57
C -2.58 -3.67 2.64
C -2.65 -5.05 2.63
N -1.86 -1.60 1.56
C -2.55 -0.91 2.58
C -3.94 -0.92 2.63
C -4.62 -0.24 3.62
C -3.91 0.44 4.61
C -2.53 0.46 4.56
C -1.84 -0.20 3.56
H -2.17 -6.85 1.58
H -1.10 -5.66 -0.30
H -0.99 -3.20 -0.31
H -2.96 -3.13 3.49
H -3.11 -5.56 3.46
H -4.49 -1.45 1.86
H -5.70 -0.23 3.64
H -4.43 0.94 5.41
H -1.98 0.99 5.32
H -0.76 -0.19 3.52
```

Properties
- expectation value of S² = 0.786
- highest occupied orbital energy (spin up / spin down) (eV) = -6.65 / -6.96
- charge = 0
- spin multiplicity = 2
- relative energy (zero: lowest compared OMol25 entry of this formula, charge and spin) (kJ/mol) = 152.3
- Kohn-Sham gap (spin up / spin down) (eV) = 5.893 / 6.119

[7]
Molecular formula: C18H39BrO15S4
Method: DFT, ωB97M-V with the def2-TZVPD basis set

Structure (XYZ):
```
77
Properties=species:S:1:pos:R:3
C 9.97 -0.32 3.73
C 8.99 -0.32 3.04
C 7.80 -0.31 2.22
C 6.59 0.38 2.92
C 5.43 -0.59 2.93
O 4.22 0.12 3.28
C 3.18 -0.60 3.65
O 2.35 -0.22 4.43
O 3.08 -1.87 3.12
Br 2.75 -1.80 1.31
H 10.94 -0.51 4.12
H 8.03 0.19 1.28
H 7.56 -1.35 2.02
H 6.31 1.23 2.31
H 6.86 0.69 3.91
H 5.34 -1.03 1.94
H 5.63 -1.36 3.67
O -2.12 -0.10 -1.67
S -1.78 1.01 -0.84
O -0.42 1.44 -0.73
O -2.37 0.75 0.62
C -2.03 -0.50 1.25
C -0.62 -0.51 1.80
C -2.79 2.39 -1.24
H -2.19 -1.32 0.55
H -2.75 -0.62 2.06
H 0.12 -0.47 1.00
H -0.44 -1.41 2.38
H -0.45 0.36 2.45
H -3.82 2.07 -1.29
H -2.46 2.76 -2.21
H -2.65 3.16 -0.48
O -7.91 -1.50 -4.17
S -7.12 -0.36 -4.52
O -6.35 -0.36 -5.72
O -6.19 0.01 -3.29
C -5.36 -1.03 -2.72
C -4.14 -1.34 -3.56
C -8.12 1.09 -4.48
H -5.97 -1.93 -2.56
H -5.06 -0.66 -1.75
H -4.41 -1.79 -4.51
H -3.48 -2.02 -3.03
H -3.59 -0.43 -3.77
H -8.68 1.10 -3.56
H -8.80 1.03 -5.34
H -7.48 1.96 -4.57
O 2.43 5.50 6.24
S 1.44 5.00 7.14
O 1.67 5.02 8.55
O 1.04 3.53 6.70
C 2.10 2.56 6.52
C 2.64 2.04 7.84
C -0.11 5.76 6.81
H 2.90 3.00 5.91
H 1.67 1.75 5.95
H 3.15 2.82 8.40
H 3.34 1.23 7.66
H 1.82 1.67 8.46
H -0.30 5.71 5.74
H -0.04 6.79 7.13
H -0.89 5.24 7.37
O -1.32 -5.16 -5.83
S -0.71 -3.88 -5.74
O -1.48 -2.73 -5.39
O 0.09 -3.59 -7.08
C -0.64 -3.72 -8.33
C -1.55 -2.54 -8.59
C 0.69 -3.96 -4.67
H -1.19 -4.67 -8.33
H 0.13 -3.79 -9.10
H -2.37 -2.51 -7.88
H -1.98 -2.63 -9.59
H -1.00 -1.61 -8.52
H 1.30 -4.82 -4.96
H 0.31 -4.09 -3.66
H 1.25 -3.04 -4.75
```

Properties
- structure (SMILES) = C#CCCCOC(=O)OBr.CCOS(C)(=O)=O.CCOS(C)(=O)=O.CCOS(C)(=O)=O.CCOS(C)(=O)=O
- highest occupied orbital energy (eV) = -10.38
- charge = 0
- Kohn-Sham gap (eV) = 8.982

[8]
Molecular formula: C38H29BrN3O10PSW
Method: DFT, ωB97M-V with the def2-TZVPD basis set

Structure (XYZ):
```
84
Properties=species:S:1:pos:R:3
W 0.24 -0.32 0.03
Br -0.92 0.78 -7.32
C -0.61 0.84 -5.46
C -1.02 1.96 -4.72
C -0.78 2.02 -3.37
C -0.14 0.97 -2.69
O 0.08 1.11 -1.41
C 0.25 -0.16 -3.44
C 0.96 -1.27 -2.87
N 1.09 -1.53 -1.62
C 1.93 -2.60 -1.21
C 2.22 -3.73 -1.96
C 3.02 -4.72 -1.41
C 3.51 -4.59 -0.12
C 3.22 -3.46 0.64
C 3.70 -3.30 2.00
C 3.33 -2.24 2.72
C 2.45 -1.15 2.20
N 2.03 -1.28 0.78
C 2.43 -2.47 0.07
C 0.03 -0.19 -4.83
H -1.52 2.78 -5.22
H -1.09 2.88 -2.78
H 1.44 -1.93 -3.59
H 1.80 -3.86 -2.95
H 3.23 -5.61 -1.98
H 4.13 -5.37 0.31
H 4.35 -4.06 2.42
H 3.69 -2.10 3.73
H 1.53 -1.13 2.80
H 0.37 -1.05 -5.40
O 4.37 0.27 2.25
C 3.18 0.20 2.35
O 2.26 -0.10 0.04
C 2.30 1.35 2.70
P 0.94 1.68 1.48
C 1.72 2.90 0.38
C 3.10 2.90 0.18
C 3.68 3.77 -0.73
C 2.90 4.67 -1.43
C 1.52 4.67 -1.24
C 0.93 3.79 -0.35
C -0.16 2.60 2.59
C -1.03 1.87 3.38
C -1.83 2.51 4.32
C -1.75 3.89 4.47
C -0.87 4.62 3.68
C -0.07 3.98 2.75
H 2.88 2.26 2.87
H 1.77 1.10 3.62
H 3.74 2.21 0.71
H 4.76 3.76 -0.87
H 3.35 5.36 -2.13
H 0.90 5.37 -1.79
H -0.14 3.78 -0.22
H -1.12 0.80 3.24
H -2.53 1.94 4.91
H -2.38 4.39 5.19
H -0.81 5.70 3.80
H 0.60 4.56 2.14
O -0.41 -1.73 1.56
C -1.42 -2.45 1.62
C -2.37 -2.68 0.59
C -3.43 -3.56 0.87
C -4.32 -3.89 -0.10
C -4.21 -3.37 -1.40
C -3.19 -2.52 -1.70
C -2.23 -2.13 -0.72
O -1.32 -1.29 -1.06
N -5.41 -4.81 0.21
O -5.48 -5.26 1.34
O -6.19 -5.08 -0.69
H -1.59 -2.99 2.56
H -3.53 -3.99 1.86
H -4.94 -3.66 -2.15
H -3.08 -2.10 -2.69
C -3.44 0.93 -0.97
S -2.61 1.48 0.49
O -1.58 0.39 0.78
O -3.58 1.46 1.55
O -1.98 2.73 0.17
H -3.96 0.00 -0.75
H -2.72 0.79 -1.77
H -4.15 1.71 -1.23
```

Properties
- highest occupied orbital energy (eV) = -7.40
- charge = 0
- relative energy (zero: lowest compared OMol25 entry of this formula, charge and spin) (kJ/mol) = 161.5
- Kohn-Sham gap (eV) = 6.571

[9]
Molecular formula: C31H24N9Re
Method: DFT, ωB97M-V with the def2-TZVPD basis set

Structure (XYZ):
```
65
Properties=species:S:1:pos:R:3
Re -0.01 0.23 -0.01
N 4.04 -0.59 1.44
C 2.84 -0.78 0.95
N 1.84 0.08 1.07
C 2.06 1.23 1.87
N 1.04 1.94 2.21
N -0.10 1.32 1.73
C -1.12 1.24 2.50
C -2.15 0.30 2.08
C -3.36 0.14 2.71
C -4.24 -0.83 2.23
C -3.86 -1.60 1.14
C -2.62 -1.38 0.56
N -1.76 -0.47 1.02
C 3.41 1.55 2.30
C 3.72 2.75 2.95
C 5.02 2.97 3.37
C 6.01 2.00 3.17
C 5.71 0.81 2.53
C 4.41 0.60 2.10
H 4.73 -1.32 1.34
H 2.67 -1.72 0.43
H -1.15 1.78 3.44
H -3.62 0.77 3.55
H -5.20 -0.98 2.71
H -4.51 -2.35 0.74
H -2.32 -1.94 -0.31
H 2.95 3.49 3.12
H 5.27 3.89 3.88
H 7.01 2.18 3.51
H 6.47 0.06 2.37
C -4.68 3.06 0.61
C -3.51 3.70 0.99
C -2.28 3.25 0.52
C -2.24 2.15 -0.33
C -3.41 1.52 -0.74
C -4.63 1.98 -0.27
N -0.98 1.66 -0.83
C -0.27 2.57 -1.70
C -0.77 3.74 -2.23
C 0.04 4.48 -3.08
C 1.32 4.06 -3.44
C 1.81 2.86 -2.96
C 1.01 2.15 -2.08
N 1.20 0.84 -1.60
N 1.83 0.03 -2.32
C 1.62 -1.31 -1.94
C 2.32 -2.31 -2.56
C 2.04 -3.63 -2.20
C 1.08 -3.88 -1.24
C 0.39 -2.81 -0.68
N 0.64 -1.54 -1.02
H -5.64 3.42 0.96
H -3.55 4.56 1.65
H -1.36 3.76 0.79
H -3.36 0.71 -1.45
H -5.55 1.51 -0.60
H -1.78 4.07 -1.99
H -0.34 5.41 -3.49
H 1.92 4.66 -4.11
H 2.79 2.49 -3.24
H 3.05 -2.06 -3.32
H 2.57 -4.45 -2.68
H 0.84 -4.89 -0.94
H -0.36 -2.98 0.08
```

Properties
- expectation value of S² = 0.773
- highest occupied orbital energy (spin up / spin down) (eV) = -16.73 / -16.83
- charge = +3
- spin multiplicity = 2
- relative energy (zero: lowest compared OMol25 entry of this formula, charge and spin) (kJ/mol) = 0.0
- Kohn-Sham gap (spin up / spin down) (eV) = 5.924 / 5.795